An isolated molecule of C22H28N2O2. Source: the Open Molecules 2025 dataset; level of theory: ωB97M-V/def2-TZVPD.

Its LUMO energy is 0.026 Ha. For the energy above the lowest of the compared OMol25 structures with the same formula, charge and spin, the calculation gives 130.1 kJ/mol. Its HOMO energy is -8.46 eV. The calculation puts the maximum force at 0.8 eV Å⁻¹.

Last column: natural (NBO) charge in e.
Atoms and positions in Å:
C  -6.1126  -1.1351  0.6012  -0.599
H  -5.7492  -1.8693  -0.1133  0.200
H  -5.5992  -1.2932  1.5472  0.210
H  -7.1769  -1.3014  0.7527  0.207
C  -5.8659  0.2867  0.0925  -0.218
C  -4.3883  0.5617  -0.0424  -0.037
C  -3.7872  1.5737  0.6888  -0.186
C  -2.4323  1.8440  0.5825  -0.323
C  -1.6442  1.0849  -0.2708  0.377
C  -2.2399  0.0724  -1.0221  -0.271
C  -3.5887  -0.1811  -0.9065  -0.195
H  -4.0229  -0.9728  -1.4981  0.210
H  -1.6165  -0.5028  -1.6887  0.227
O  -0.3000  1.2453  -0.4533  -0.520
C  0.4282  2.0389  0.4499  -0.164
C  1.9011  1.6100  0.4732  0.687
O  2.7639  2.4517  0.6129  -0.609
N  2.1623  0.2902  0.2978  -0.470
C  1.1841  -0.7140  0.3699  0.412
N  1.1894  -1.6112  -0.6051  -0.453
C  0.2974  -2.5846  -0.5774  0.049
C  -0.6464  -2.7272  0.4252  -0.276
C  -0.6190  -1.8194  1.4747  -0.151
C  0.3193  -0.8061  1.4635  -0.275
H  0.3927  -0.1074  2.2820  0.221
H  -1.3120  -1.9097  2.2985  0.221
H  -1.3678  -3.5278  0.3981  0.222
H  0.3499  -3.2796  -1.4055  0.195
C  3.5198  -0.1477  -0.0582  -0.034
C  4.4832  0.0352  1.1152  -0.407
C  5.8569  -0.5142  0.7421  -0.396
C  6.3892  0.1851  -0.5048  -0.397
C  5.4175  0.0117  -1.6680  -0.395
C  4.0450  0.5675  -1.3009  -0.412
H  4.1259  1.6353  -1.0975  0.223
H  3.3412  0.4222  -2.1225  0.214
H  5.7974  0.5288  -2.5510  0.209
H  5.3280  -1.0494  -1.9131  0.191
H  6.5126  1.2493  -0.2947  0.197
H  7.3669  -0.2223  -0.7708  0.205
H  6.5476  -0.3698  1.5751  0.208
H  5.7806  -1.5879  0.5519  0.190
H  4.5603  1.0972  1.3484  0.227
H  4.0943  -0.4841  1.9948  0.202
H  3.4274  -1.2141  -0.2872  0.225
H  0.0248  1.9756  1.4684  0.196
H  0.4146  3.0940  0.1445  0.215
H  -2.0125  2.6557  1.1569  0.219
H  -4.3857  2.1752  1.3586  0.209
C  -6.5849  0.5189  -1.2381  -0.599
H  -6.4041  1.5309  -1.5936  0.213
H  -7.6570  0.3801  -1.1165  0.207
H  -6.2318  -0.1775  -1.9943  0.201
H  -6.2765  0.9875  0.8281  0.198